1.
Here is the ion C4H8NO with charge +1 at a distorted geometry from the OMol25 dataset. Energies are from ωB97M-V with the def2-TZVPD basis set.

The geometry in XYZ format:
```
14
Properties=species:S:1:pos:R:3:forces:R:3:lowdin_charge:R:1
H 2.17941 1.44608 0.35910 0.9 -0.8 -0.3 0.1517
C 0.03662 1.11619 0.44115 1.7 -3.3 2.4 -0.0500
H 0.22679 1.44984 1.54131 -0.9 -0.5 -1.5 0.1677
H 0.41833 -1.11045 -0.54027 1.5 -0.7 -1.0 0.1407
C -0.68665 -1.33513 0.11145 1.7 -2.8 0.9 0.0693
N 1.62629 -0.41572 -0.61188 -1.5 1.7 1.3 0.1982
H -2.77965 0.02975 -0.85822 -0.3 -1.2 0.2 0.1356
H -0.08770 -1.74285 0.92230 -0.4 -0.5 0.3 0.1281
H 2.55993 -0.63136 -0.84688 1.2 -1.4 -0.7 0.1237
C -0.98792 0.00240 0.21005 -0.8 5.5 1.1 -0.3651
H -0.40655 1.88584 -0.08882 0.1 2.2 -1.2 0.1040
H -1.56245 -1.84052 -0.17820 -0.3 -1.6 -0.9 0.1137
O -2.01865 0.48129 -0.51196 0.4 1.9 -0.2 0.1199
C 1.48220 0.66463 0.05087 -3.5 1.6 -0.4 -0.0375
```
Positions in Å, forces in eV/Å.

Values from the calculation:
Relative energy (zero: lowest compared OMol25 entry of this formula, charge and spin) ... 42.17 kcal/mol
Orbital gap (spin up / spin down) ... 6.69 / 8.25 eV
LUMO energy (spin up / spin down) ... -4.4 / -8.5 eV
Calculated total energy ... -286.714115 Eh
Net charge ... +1
Spin multiplicity ... 3
F_max ... 5.682 eV/A


2.
Here is a cluster of 2 separate species, C4H8NO2 in total at a distorted geometry from the OMol25 dataset. Energies are from ωB97M-V with the def2-TZVPD basis set.

The geometry in XYZ format:
```
15
Properties=species:S:1:pos:R:3:forces:R:3:lowdin_charge:R:1
C -0.71828 1.22267 0.19400 0.0 0.0 -0.2 -0.0573
H -1.04786 1.48333 1.20095 0.0 0.0 0.1 0.0769
H 1.95085 0.13900 -1.57483 0.3 -0.1 0.8 0.1092
O 2.67789 -1.08775 -0.13707 0.3 -0.9 0.3 -0.1194
N -1.94825 -0.54609 -1.00331 -0.5 -0.5 -0.6 0.0921
C -0.48581 -1.22119 0.75402 0.2 -0.2 0.0 -0.0581
H 0.37347 1.29495 0.17705 0.0 0.2 0.1 0.0376
H 0.51252 -1.42761 0.35940 0.1 0.0 0.2 0.0557
H -2.31195 0.23182 -1.55559 0.2 0.2 0.2 0.0267
C 2.34189 0.04759 -0.46965 -0.3 0.1 -1.8 -0.7398
O 2.33537 1.10744 0.16345 0.2 0.8 0.6 -0.1333
H -1.14042 1.93417 -0.51579 -0.1 0.0 0.0 0.0676
H -1.06229 -2.14235 0.75521 -0.1 0.0 0.0 0.0671
H -0.35876 -0.84719 1.76997 0.0 0.0 0.0 0.0791
C -1.11836 -0.18879 -0.11782 -0.3 0.4 0.5 -0.5039
```
Positions in Å, forces in eV/Å.

Values from the calculation:
Relative energy (zero: lowest compared OMol25 entry of this formula, charge and spin) ... 16.68 kcal/mol
Orbital gap ... 8.41 eV
LUMO energy ... 4.2 eV
Calculated total energy ... -362.497651 Eh
Net charge ... -1
F_max ... 1.846 eV/A


3.
Here is a structure of composition C4H8NO2 at a distorted geometry from the OMol25 dataset. Energies are from ωB97M-V with the def2-TZVPD basis set.

The geometry in XYZ format:
```
15
Properties=species:S:1:pos:R:3:forces:R:3:lowdin_charge:R:1
C -0.14503 1.03692 -0.49769 -0.8 -0.4 0.7 -0.2935
H 1.46211 -0.17793 0.12020 2.7 -2.5 -2.8 0.1959
H -2.68730 -2.76309 0.24352 0.4 0.3 -0.5 0.0484
N -0.51467 -0.31142 -0.86799 0.6 -0.9 0.4 -0.1448
H 0.20258 1.52764 -1.37432 0.2 0.8 -1.0 0.0752
C -1.53667 -0.84494 -0.02359 -0.5 -0.7 -0.1 -0.4445
H -2.53667 -0.37696 -0.24220 0.2 0.1 0.3 0.0775
C 1.07939 0.96243 0.38715 -2.1 6.8 3.0 -0.6584
H -1.34208 -0.68334 1.07557 -0.3 -0.2 -0.5 0.0940
H -0.92455 -2.95026 0.12955 -0.2 0.2 -0.1 0.0434
O 1.13530 1.33019 1.59835 -0.1 -1.4 -2.3 -0.0121
H -1.78194 -2.62038 -1.34721 -0.3 0.2 -0.1 0.0392
H -0.97531 1.64344 -0.06189 0.4 -0.2 0.1 0.1077
O 2.17469 0.66687 -0.34286 -1.0 -2.7 1.7 0.0206
C -1.78002 -2.38702 -0.28441 0.8 0.6 1.2 -0.1487
```
Positions in Å, forces in eV/Å.

Values from the calculation:
Relative energy (zero: lowest compared OMol25 entry of this formula, charge and spin) ... 121.50 kcal/mol
Orbital gap ... 6.32 eV
LUMO energy ... 4.1 eV
Calculated total energy ... -362.330604 Eh
Net charge ... -1
F_max ... 7.682 eV/A


4.
Here is the ion C4H8NO2 with charge -1 at a distorted geometry from the OMol25 dataset. Energies are from ωB97M-V with the def2-TZVPD basis set.

The geometry in XYZ format:
```
15
Properties=species:S:1:pos:R:3:forces:R:3:lowdin_charge:R:1
O -2.63302 0.49217 -1.06140 0.2 0.8 -0.2 -0.0483
H -0.94203 -1.69837 -0.61379 0.0 -0.2 -1.3 0.0865
H -1.85978 2.26137 -0.83738 1.1 0.0 -0.3 0.1133
C -0.59788 -0.85665 -0.05661 -0.4 1.1 2.9 -0.2564
H 2.62311 -0.83638 1.07166 -0.9 0.6 -1.1 0.0952
O 1.57402 0.95972 0.98417 0.8 -0.4 -0.3 -0.3555
C 1.76163 -0.29737 0.48371 0.7 -0.5 2.0 -0.5292
H 0.08916 1.13155 0.32320 0.2 -0.7 -1.4 0.1230
N 0.58166 -1.16208 0.71096 1.5 -1.3 1.6 -0.1169
H 0.38939 -1.01631 1.71900 0.1 -0.1 -1.0 0.0927
H 0.39172 0.53914 -1.41144 -1.0 0.6 1.1 0.1423
H -1.32191 -0.78766 0.78877 -0.5 0.1 -1.1 0.1167
C -1.60773 1.17850 -0.91328 -4.4 -0.4 -0.5 -0.3100
C -0.40495 0.55478 -0.58842 2.4 -0.2 -0.4 -0.2290
H 1.95660 -0.46242 -0.59914 0.4 0.5 -0.1 0.0758
```
Positions in Å, forces in eV/Å.

Values from the calculation:
Relative energy (zero: lowest compared OMol25 entry of this formula, charge and spin) ... 90.73 kcal/mol
Orbital gap ... 6.99 eV
LUMO energy ... 4.1 eV
Calculated total energy ... -362.379638 Eh
Net charge ... -1
SMILES ... O=CCCNC[O-]
F_max ... 4.486 eV/A


5.
Here is a structure of composition C4H8NO2 at a distorted geometry from the OMol25 dataset. Energies are from ωB97M-V with the def2-TZVPD basis set.

The geometry in XYZ format:
```
15
Properties=species:S:1:pos:R:3:forces:R:3:lowdin_charge:R:1
H 1.22918 -0.94485 -0.33281 -0.5 0.3 0.7 0.1200
H 2.08948 2.04279 -3.79719 0.6 -1.3 -1.4 -0.0027
H -0.53875 1.83556 2.02845 0.3 0.5 -0.9 0.1279
C -0.69342 -1.73038 -1.05735 -0.6 -2.0 1.1 -0.4440
H -0.03044 -1.60484 -1.94341 -0.2 -0.1 0.1 0.0626
O -1.00214 -3.03935 -0.72310 1.1 2.5 -0.3 -0.3960
H -1.45513 1.66477 -0.52107 0.1 0.8 -0.2 0.0737
H 1.89194 2.48904 -3.30291 -0.6 1.3 1.4 0.0004
C 0.23405 -0.89447 0.15425 -2.0 0.2 -0.3 -0.0818
O 1.47171 1.82371 1.56258 -2.5 -0.6 -1.2 -0.0805
C 0.26391 1.52014 1.29554 1.7 1.1 4.8 -0.3605
C -0.18217 0.52803 0.40659 2.9 -1.8 -3.9 -0.3010
N -0.45552 1.47497 -0.50033 -1.2 -1.5 0.7 0.1211
H 0.14486 -1.46196 1.10257 0.5 0.1 -0.5 0.0981
H -1.63341 -1.16009 -1.24126 0.4 0.4 0.1 0.0626
```
Positions in Å, forces in eV/Å.

Values from the calculation:
Relative energy (zero: lowest compared OMol25 entry of this formula, charge and spin) ... 167.63 kcal/mol
Orbital gap ... 5.94 eV
LUMO energy ... 2.8 eV
Calculated total energy ... -362.257087 Eh
Net charge ... -1
F_max ... 5.197 eV/A


6.
Here is a cluster of 2 separate species, C4H8NO2 in total from the OMol25 dataset. Energies are from ωB97M-V with the def2-TZVPD basis set.

The geometry in XYZ format:
```
15
Properties=species:S:1:pos:R:3:forces:R:3:lowdin_charge:R:1
H -0.51258 1.20642 -0.54427 0.4 -0.2 -0.1 0.0432
H 1.71323 0.03440 -0.53719 0.4 0.1 0.3 0.0315
H -2.69276 -1.91879 1.09150 -0.1 -0.2 -0.2 0.0494
H -0.63655 2.55520 -1.57179 0.0 0.0 0.0 0.0573
C 2.09917 0.87885 -1.10201 -0.3 0.0 0.1 -0.0464
C -1.68285 -2.21065 1.36932 0.1 0.2 0.7 -0.0584
H -1.42312 -3.18930 0.97347 0.0 0.0 -0.4 0.0519
O 0.32681 -0.94355 1.59025 0.3 0.0 0.2 -0.0711
C -0.69148 -1.12105 0.90749 -0.2 -0.1 -0.3 -0.7758
H 1.55288 2.61926 -2.14438 0.1 0.2 0.2 0.0788
C 1.23912 1.84062 -1.45011 0.2 0.2 0.0 -0.3443
H -1.62777 -2.32599 2.45551 0.0 0.1 0.0 0.0512
N -0.03749 2.02107 -0.96452 -0.5 0.0 -0.2 0.0330
H 3.15417 1.01387 -1.30774 -0.1 -0.3 -0.3 0.0172
O -1.02557 -0.51839 -0.15138 -0.1 0.1 0.0 -0.1176
```
Positions in Å, forces in eV/Å.

Values from the calculation:
Relative energy (zero: lowest compared OMol25 entry of this formula, charge and spin) ... 17.90 kcal/mol
Orbital gap ... 8.18 eV
LUMO energy ... 4.2 eV
Calculated total energy ... -362.495704 Eh
Net charge ... -1
F_max ... 0.712 eV/A


7.
Here is the ion C4H8NO2 with charge -1 at a distorted geometry from the OMol25 dataset. Energies are from ωB97M-V with the def2-TZVPD basis set.

The geometry in XYZ format:
```
15
Properties=species:S:1:pos:R:3:forces:R:3:lowdin_charge:R:1
O 0.09762 3.01487 0.82449 -0.1 -0.1 -0.1 -0.3878
H -0.28243 0.52869 1.13945 0.1 0.6 0.3 0.0846
H -0.22711 -1.39213 1.56391 0.0 0.3 0.3 0.0565
N 0.47624 -0.17892 -0.68628 -0.2 -1.5 0.9 0.0410
C -0.36469 0.77405 0.09113 0.1 -0.6 -2.1 -0.1870
H -1.37442 -1.86485 0.33840 0.1 -0.2 0.1 0.0797
H -1.40283 0.62398 -0.26807 0.2 0.0 0.5 0.1024
H 1.19668 0.20140 -1.27270 0.1 0.2 -0.1 0.1085
H 1.03689 2.25791 -0.83889 -0.7 -0.6 0.0 0.0829
C -0.34717 -2.01151 0.68915 0.2 0.1 -0.4 -0.0217
H -0.16218 -3.03377 1.00768 0.0 -0.1 -0.4 0.0689
C 0.02513 2.23212 -0.27801 1.1 0.9 1.8 -0.5369
C 0.62463 -1.52126 -0.39327 -0.9 1.6 0.4 -0.5497
H -0.73295 2.60410 -0.97187 -0.3 0.0 -0.8 0.0603
O 1.43660 -2.23468 -0.94512 0.5 -0.6 -0.3 -0.0018
```
Positions in Å, forces in eV/Å.

Values from the calculation:
Relative energy (zero: lowest compared OMol25 entry of this formula, charge and spin) ... 46.75 kcal/mol
Orbital gap ... 6.22 eV
LUMO energy ... 3.7 eV
Calculated total energy ... -362.449722 Eh
Net charge ... -1
SMILES ... CC(=O)NCC[O-]
F_max ... 2.275 eV/A


8.
Here is a structure of composition C4H8NO2 at a distorted geometry from the OMol25 dataset. Energies are from ωB97M-V with the def2-TZVPD basis set.

The geometry in XYZ format:
```
15
Properties=species:S:1:pos:R:3:forces:R:3:lowdin_charge:R:1
C 1.50946 0.15131 -0.35383 0.7 0.1 0.0 -0.0989
N -1.80228 1.08575 0.36564 1.2 -1.6 -0.2 0.2192
C 2.72682 0.19834 0.18909 -0.3 0.0 -0.1 0.1290
H -2.38809 0.68659 1.10092 0.1 0.2 -0.1 0.1331
H -2.39056 1.49626 -0.35536 0.1 0.1 0.1 0.1307
H 3.11428 -0.60577 0.78647 0.1 -0.3 0.1 0.0901
H -1.06980 0.00584 -1.44748 -0.1 0.0 0.1 0.1444
O 0.64200 -2.06187 0.20832 0.2 -0.3 0.1 0.1744
C -0.99364 -0.40308 -0.43781 0.3 -0.3 -0.3 -0.1384
H -1.13449 1.74938 0.74824 -0.2 0.1 0.0 0.1263
H 1.13246 0.99312 -0.92408 0.0 0.0 0.0 0.1096
H -1.42431 -2.05821 0.38204 0.1 0.2 -0.2 0.1439
C 0.56271 -0.93139 -0.14017 -1.6 2.0 0.4 -0.3180
O -1.83204 -1.37867 -0.19939 -0.6 -0.2 0.2 0.0692
H 3.34748 1.07242 0.07741 0.1 0.1 -0.1 0.0855
```
Positions in Å, forces in eV/Å.

Values from the calculation:
Relative energy (zero: lowest compared OMol25 entry of this formula, charge and spin) ... 51.33 kcal/mol
Orbital gap ... 10.10 eV
LUMO energy ... -4.8 eV
Calculated total energy ... -362.131680 Eh
Net charge ... +1
F_max ... 2.603 eV/A